Entry 1:
ORCA calculation (the ωB97M-V functional and the def2-TZVPD basis) on a 3-piece molecular cluster, C29H57BN2O17P2S overall in a non-equilibrium geometry.

Geometry (Å):
S 0.674 1.964 1.035
P -2.714 3.605 -7.270
P 4.684 -3.786 6.416
O -0.979 -2.857 -4.314
O 0.151 3.234 1.466
O 4.588 -4.901 7.595
O 3.302 -3.738 5.906
O 0.611 -1.693 0.657
O 0.598 0.131 -0.730
O -1.819 3.775 -5.959
O -2.976 5.199 -7.448
O -3.024 2.556 -1.342
O -2.710 3.122 -8.663
O 0.739 1.011 2.119
O -2.528 3.915 3.416
O -4.106 3.114 -6.598
O 5.821 -2.934 7.132
O 5.572 -4.582 5.314
O -0.477 -2.156 -2.239
O -3.912 0.389 -1.456
N -1.660 1.923 4.078
N -0.353 3.573 -1.388
C 2.341 2.243 0.486
C 0.022 -0.960 -0.049
C -0.247 1.253 -0.399
C -4.303 1.716 -6.349
C 3.347 -5.489 7.983
C -0.281 -2.207 -3.605
C 6.716 -2.738 4.150
C -2.188 -2.377 1.565
C -1.405 -1.102 -1.962
C -3.380 1.173 -5.276
C 6.732 -3.445 8.124
C -1.684 0.692 -0.103
C -2.631 2.321 1.703
C -3.228 5.185 -4.456
C -4.449 5.819 -9.284
C 7.571 -4.625 7.694
C 0.852 -1.355 -4.133
C -3.038 5.821 -8.731
C 3.043 -6.734 7.173
C -0.478 -3.605 2.835
C 5.822 -3.960 4.047
C -0.059 2.167 -1.636
C -1.407 -3.710 1.697
C 0.319 -3.431 3.712
C -2.225 0.873 1.341
C -1.447 -0.832 -0.436
C -2.284 2.783 3.127
C -2.409 -1.899 0.108
C -1.876 4.904 -5.068
B -2.895 1.236 -1.000
H -3.453 -1.617 -0.002
H 6.960 -2.363 3.156
H -2.204 3.078 1.051
H -4.453 6.099 -10.337
H -4.452 0.134 -0.697
H -1.120 -0.212 -2.534
H -1.508 0.478 2.054
H 1.007 2.077 -1.868
H 6.973 -5.506 7.478
H 6.228 -1.933 4.703
H 6.186 -3.658 9.041
H -2.336 1.203 -5.599
H -5.340 1.604 -6.037
H -2.342 5.348 -9.422
H 2.389 2.806 -0.440
H 3.443 -5.750 9.039
H -0.909 3.934 -2.148
H 2.767 2.812 1.312
H 0.473 -0.752 -4.956
H -3.182 -2.553 1.987
H -4.922 4.843 -9.176
H -3.897 2.895 -1.114
H 2.889 1.305 0.432
H -5.070 6.532 -8.737
H 1.686 -1.981 -4.438
H -3.454 1.769 -4.364
H 1.030 -2.993 4.376
H -2.697 6.848 -8.596
H -3.973 5.459 -5.198
H 1.146 -0.657 -3.347
H -3.628 0.137 -5.043
H 8.147 -4.394 6.798
H -0.578 1.761 -2.501
H 4.868 -3.700 3.579
H 7.640 -2.977 4.676
H -3.120 0.253 1.451
H -3.136 6.018 -3.757
H -1.175 4.662 -4.268
H -0.834 -3.917 0.793
H -2.266 -2.781 -0.521
H 3.701 -7.551 7.474
H -4.175 1.160 -7.282
H 8.260 -4.883 8.500
H -2.064 -4.548 1.934
H 2.538 -4.764 7.913
H 6.300 -4.717 3.426
H -0.675 1.830 3.827
H 7.394 -2.608 8.349
H -1.722 -1.641 2.213
H 0.479 4.129 -1.266
H 3.209 -6.572 6.109
H 2.011 -7.052 7.325
H -3.723 2.385 1.660
H -3.605 4.313 -3.919
H -2.019 0.977 3.983
H -2.400 -1.383 -2.309
H -1.476 5.783 -5.570

Properties
charge: 0
relative energy (zero: lowest compared OMol25 entry of this formula, charge and spin): 0.0000 eV
electronic energy: -3633.6586 Eh
maximum force: 5.47 eV Å⁻¹
LUMO level: -0.123 eV
HOMO-LUMO gap: 9.337 eV
structure (SMILES): C#CCCC[C@]1(COC(C)=O)C(=O)O[C@](CN)(S(C)(=O)=O)[C@@]1(CCC(N)=O)B(O)O.CCOP(=O)(OCC)OCC.CCOP(=O)(OCC)OCC

Atomic partial charges in e from the Mulliken method, atoms 1 to 6: S 1.63; P 0.98; P 0.83; O -0.55; O -0.69; O -0.31


Entry 2:
ORCA calculation (the ωB97M-V functional and the def2-TZVPD basis) on a 4-piece molecular cluster, C29H57N2O4P3S2 overall in a non-equilibrium geometry.

Geometry (Å):
S -4.159 -4.755 3.677
S -0.604 -1.732 6.526
P -3.241 -3.262 4.608
P -1.370 1.607 -0.329
P 0.159 -1.945 4.706
O 1.696 -1.114 4.748
O 0.550 -3.658 4.442
O -6.156 -2.331 2.597
O -4.829 0.757 -0.947
N -5.682 -1.031 0.613
N -0.152 1.111 -1.320
C 0.217 3.013 2.863
C -5.202 -1.679 1.928
C -3.389 1.469 5.080
C -7.070 1.698 5.834
C -1.052 -1.325 3.366
C 6.712 -3.948 -3.476
C -5.962 2.457 6.567
C -5.051 3.304 5.671
C -2.589 -1.950 3.383
C 0.461 2.090 -4.257
C 2.959 -0.098 -7.732
C 2.145 1.165 -7.492
C -0.672 -0.210 2.180
C 0.830 0.435 2.062
C 2.804 1.434 -5.006
C 4.820 -2.253 -3.959
C 2.740 2.062 -6.403
C -8.057 2.616 5.130
C 1.461 0.960 -4.445
C 5.077 -1.381 -2.740
C 5.220 -3.715 -3.745
C 1.043 1.636 3.206
C -1.779 0.300 1.038
C 7.450 -4.109 -5.907
C 7.656 -3.429 -4.563
C -4.339 2.535 4.555
C -3.306 -0.297 1.057
C -3.622 -1.381 2.245
C -4.612 -0.044 0.100
H 1.639 0.486 -3.472
H 0.690 3.517 1.893
H 1.027 0.187 -5.087
H 3.748 -2.216 -4.194
H 3.239 2.170 -4.316
H 8.689 -3.604 -4.238
H -6.418 3.115 7.319
H 8.166 -3.722 -6.639
H -4.151 -2.577 5.532
H 6.445 -3.931 -6.301
H 7.552 -2.345 -4.678
H -3.917 0.704 5.655
H -8.534 3.294 5.845
H -5.635 4.116 5.221
H -2.110 -3.870 5.271
H 6.139 -1.345 -2.485
H 1.208 -3.676 3.662
H 3.983 0.150 -8.028
H 1.111 0.898 -7.249
H -0.916 2.777 2.573
H 2.508 -0.689 -8.536
H -7.618 1.091 6.565
H -1.053 2.845 0.370
H 4.912 -4.296 -4.622
H 3.755 2.354 -6.699
H 0.857 2.850 -3.575
H 5.337 -1.834 -4.829
H 4.649 -4.121 -2.901
H 2.102 1.735 -8.428
H 0.599 1.203 4.222
H 2.999 -0.729 -6.841
H -6.642 0.994 5.112
H 6.988 -3.488 -2.521
H -6.436 -0.374 0.938
H 7.602 -5.190 -5.823
H -2.490 1.887 -1.209
H -0.469 1.703 -3.830
H 0.213 2.574 -5.206
H 0.603 1.843 -1.162
H 6.876 -5.027 -3.347
H -2.621 1.915 5.720
H -2.887 0.970 4.246
H 3.499 0.588 -5.017
H 1.964 -0.904 5.712
H -7.570 3.217 4.357
H -5.356 1.738 7.129
H -5.067 2.079 3.876
H 4.525 -1.754 -1.872
H -8.841 2.026 4.646
H 2.194 1.789 3.398
H -3.764 3.249 3.953
H 1.092 0.892 1.010
H 1.597 -0.460 2.223
H 2.161 2.992 -6.360
H -4.299 3.791 6.304
H 4.749 -0.355 -2.935
H 0.272 3.766 3.787

Properties
charge: 0
electronic energy: -3369.6904 Eh
maximum force: 8.63 eV Å⁻¹
LUMO level: -2.484 eV
HOMO-LUMO gap: 6.096 eV
structure (SMILES): CCCc1c([PH2]=N)c2c(c([PH2]=S)c1P(O)(O)=S)C(=O)NC2=O.CCCCCC.CCCCCC.CCCCCC

Atomic partial charges in e from the Mulliken method, atoms 1 to 6: S -0.37; S -0.30; P 0.20; P 0.17; P 0.50; O -0.50


Entry 3:
ORCA calculation (the ωB97M-V functional and the def2-TZVPD basis) on a 11-piece molecular cluster, C29H58Br14O7 overall in a non-equilibrium geometry.

Geometry (Å):
Br 4.359 1.340 4.386
Br -2.025 0.292 0.249
Br 2.738 -1.098 -2.796
Br -2.720 -4.220 2.831
Br -2.181 -1.871 -5.254
Br -4.095 -3.285 -1.657
Br 2.736 0.083 0.820
Br 0.430 -3.452 -1.615
Br 2.714 3.611 -0.820
Br -0.532 1.825 -2.808
Br 4.349 2.983 -5.151
Br 3.182 -2.283 4.716
Br 6.185 3.315 0.545
Br 1.326 -3.617 1.837
O -1.288 -0.290 3.541
O 6.024 -4.528 1.288
O 5.438 -3.474 -0.713
O -6.954 -0.795 -2.351
O -2.767 5.943 0.490
O -5.404 0.625 -3.216
O -2.503 8.133 0.100
C 0.853 0.786 0.668
C -6.034 -1.173 -4.627
C 5.772 -5.876 0.808
C -2.335 0.047 4.041
C -3.659 -0.342 3.383
C -3.248 7.222 0.326
C -4.196 -3.872 0.252
C 4.851 2.693 1.852
C -2.134 -0.371 -3.982
C -2.456 0.791 5.343
C -4.744 7.342 0.208
C -6.183 -0.440 -3.270
C 4.276 3.518 -3.252
C -1.425 5.628 0.660
C 4.282 -6.178 0.958
C 2.978 2.954 -2.654
C -2.839 -3.726 0.888
C -3.914 2.136 -2.012
C 5.746 -3.411 0.491
C 1.371 -1.756 4.119
C 5.540 1.692 2.829
C -0.999 4.352 -0.213
C -5.227 1.334 -2.008
C 5.914 -2.111 1.285
C 2.368 -3.798 -1.817
C -0.618 0.047 -3.718
C -0.109 -0.375 0.252
C 2.972 -3.046 -2.991
C 0.460 -2.912 3.499
H -3.950 0.510 2.768
H 5.147 3.154 -2.708
H -5.231 7.733 1.101
H -0.183 0.169 -4.711
H -3.501 1.016 5.555
H 4.065 2.317 1.198
H -3.913 2.745 -1.108
H -4.468 -0.646 4.048
H -0.714 6.418 0.418
H -0.101 -1.150 1.019
H -3.460 -1.120 2.646
H -5.047 8.032 -0.580
H -0.974 4.550 -1.285
H 1.353 -0.923 3.416
H -2.136 0.047 6.072
H 5.970 -5.865 -0.264
H -5.237 0.560 -1.241
H 0.026 -0.824 -0.732
H 0.079 4.208 -0.146
H -1.164 5.335 1.677
H 3.835 -6.008 1.937
H -3.082 1.432 -2.039
H -4.979 -3.222 0.643
H 2.886 -3.421 -0.936
H 6.442 -6.613 1.250
H 2.057 3.203 -3.181
H 0.888 1.629 -0.022
H -4.598 -4.883 0.194
H 0.399 -3.721 4.227
H 1.120 -1.225 5.037
H -0.072 -0.672 -3.108
H 2.423 -3.367 -3.877
H 4.069 -7.165 0.546
H 5.018 -1.580 1.608
H 3.709 -5.425 0.417
H 3.117 1.874 -2.591
H -7.048 -1.449 -4.916
H -5.125 6.326 0.102
H -5.450 -2.089 -4.536
H 6.429 -2.387 2.205
H -0.572 -2.634 3.289
H -2.703 0.455 -4.410
H -2.150 -4.422 0.411
H 4.394 3.518 2.398
H -3.958 2.751 -2.910
H -2.562 -0.598 -3.006
H 4.223 4.606 -3.303
H 6.460 2.110 3.238
H -1.573 3.427 -0.160
H 5.801 0.781 2.290
H 6.483 -1.395 0.692
H -6.090 1.959 -1.776
H -1.845 1.691 5.411
H 4.048 -3.218 -3.019
H -2.455 -2.719 0.725
H -5.582 -0.585 -5.426
H 2.694 -4.835 -1.901
H 0.512 1.212 1.611

Properties
charge: 0
electronic energy: -37702.6497 Eh
maximum force: 3.47 eV Å⁻¹
LUMO level: 0.133 eV
HOMO-LUMO gap: 9.936 eV
structure (SMILES): CCOC(C)=O.CCOC(C)=O.CCOC(C)=O.CC(C)=O.BrCCBr.BrCCBr.BrCCBr.BrCCBr.BrCCBr.BrCCBr.BrCCBr

Atomic partial charges in e from the Mulliken method, atoms 1 to 6: Br -0.15; Br -0.15; Br -0.09; Br -0.16; Br -0.17; Br -0.12


Entry 4:
ORCA calculation (the ωB97M-V functional and the def2-TZVPD basis) on a 18-piece molecular cluster, C29H58BrCl34OP overall in a non-equilibrium geometry.

Geometry (Å):
Br 4.670 1.441 -3.940
Cl -5.674 4.851 -1.290
Cl 5.875 4.588 -8.284
Cl -2.209 2.635 0.622
Cl -6.277 -2.840 -0.409
Cl -3.269 2.460 3.370
Cl -0.948 -7.977 3.328
Cl 0.989 -0.759 -7.332
Cl -10.361 -2.750 -4.339
Cl -5.269 9.482 -4.086
Cl -4.591 -5.167 0.256
Cl -1.779 -0.874 0.553
Cl -2.862 5.367 -4.504
Cl -0.843 2.255 -9.128
Cl 2.676 -0.222 7.264
Cl -1.368 1.848 7.671
Cl -0.968 -4.987 0.268
Cl -4.305 1.564 6.397
Cl -3.932 -2.342 1.849
Cl -4.272 7.007 0.116
Cl 0.629 3.624 6.511
Cl -0.063 -1.243 7.049
Cl 0.457 -4.564 6.179
Cl -0.652 -3.726 3.588
Cl 4.865 4.329 -5.543
Cl -1.534 -8.862 6.064
Cl -6.231 0.556 4.395
Cl -3.242 10.845 -2.462
Cl -0.113 -2.660 -5.383
Cl -1.439 7.486 -3.068
Cl 1.552 6.479 0.859
Cl -2.530 0.536 -10.799
Cl 1.407 4.874 -1.593
Cl -7.871 -3.701 -3.116
Cl 1.049 -6.912 1.132
P 5.474 -1.776 -1.392
O 3.200 -0.761 -3.383
C 3.627 -3.449 -0.092
C -0.897 0.855 -10.205
C -2.858 -2.272 0.453
C -0.571 -5.015 4.801
C 4.820 1.299 2.639
C -6.133 -4.604 -0.408
C 4.256 -3.125 -1.441
C 5.698 0.913 1.516
C 4.301 -0.410 -3.448
C 4.780 -0.397 -0.457
C 2.295 6.121 -0.702
C 1.597 -1.601 7.537
C 3.446 1.678 2.210
C 5.347 -0.428 0.948
C 1.866 0.153 3.330
C -0.170 -6.526 -0.083
C 2.151 -3.677 -0.330
C -1.299 5.929 -3.891
C -4.766 9.946 -2.456
C -5.772 0.623 6.105
C 2.513 1.519 3.355
C 5.473 -1.230 -3.155
C -4.115 5.445 -0.707
C 4.716 3.787 -7.219
C -0.295 2.124 6.307
C -8.834 -2.293 -3.579
C -3.305 1.790 1.734
C -0.578 -9.146 4.605
C 0.455 -1.009 -5.663
H -0.168 -5.905 4.331
H 0.315 -6.453 -1.048
H 4.730 -3.968 -1.876
H 0.470 -9.055 4.856
H 3.804 -2.693 0.626
H -4.314 1.874 1.352
H -5.599 -0.388 6.448
H 2.305 7.025 -1.296
H -0.554 -0.011 -9.655
H -1.566 -5.216 5.175
H -0.894 2.201 5.408
H 3.722 -0.322 -0.475
H 3.012 1.604 4.280
H 4.627 -0.879 1.582
H 0.395 1.301 6.236
H 1.769 -2.871 -0.914
H -6.585 1.075 6.657
H -3.454 -2.184 -0.446
H -8.261 -1.703 -4.281
H -0.616 6.038 -4.723
H 1.291 -0.817 -5.003
H -6.935 -5.012 0.191
H 3.716 4.011 -7.564
H 5.376 -2.094 -3.759
H 2.497 -0.542 2.819
H -0.253 1.049 -11.052
H 3.301 5.765 -0.532
H 1.608 -3.828 0.566
H 1.600 -1.837 8.593
H 0.938 0.169 2.817
H 6.236 -1.000 0.916
H -0.795 -10.139 4.235
H -0.357 -0.325 -5.457
H 3.469 -2.849 -2.095
H -6.208 -4.954 -1.427
H -3.452 5.565 -1.556
H 4.004 -4.370 0.259
H -3.001 0.752 1.779
H 2.091 -4.539 -0.943
H 4.734 0.446 3.271
H 5.119 0.492 -0.929
H -3.700 4.727 -0.014
H 1.735 2.228 3.326
H -4.631 9.047 -1.869
H -5.533 10.573 -2.023
H 6.671 0.830 1.934
H -0.919 -7.307 -0.093
H 1.694 -0.236 4.307
H -9.049 -1.721 -2.687
H -0.921 5.201 -3.188
H 6.357 -0.697 -3.390
H 5.251 2.110 3.171
H 4.898 2.720 -7.248
H 5.768 1.670 0.768
H 3.451 2.677 1.840
H 1.958 -2.436 6.958
H 3.144 1.024 1.427
H -2.261 -3.183 0.418

Properties
charge: 0
electronic energy: -19776.8083 Eh
maximum force: 3.13 eV Å⁻¹
LUMO level: 0.065 eV
HOMO-LUMO gap: 8.586 eV

Atomic partial charges in e from the Mulliken method, atoms 1 to 6: Br -0.21; Cl -0.18; Cl -0.16; Cl -0.13; Cl -0.12; Cl -0.13


> What is the electronic energy in the third record?

-37702.6497 Eh